Molecular formula: C34H38BrLiN3O3PS
Method: DFT, ωB97M-V with the def2-TZVPD basis set

Summary:
- spin multiplicity = 1
- gap between HOMO and LUMO (eV) = 7.283
- E_tot (eV) = -136860.41350
- HOMO level (eV) = -7.004

```
82
C34H38BrLiN3O3PS | OMol25 | ωB97M-V with the def2-TZVPD basis set
Li -0.928 0.253 0.633
C -3.067 -2.017 0.131
O -1.950 -1.608 0.902
C -1.518 -2.648 1.769
C -0.546 -2.114 2.793
O 0.675 -1.775 2.163
C 1.818 -2.392 2.715
H -3.956 -2.109 0.763
H -2.880 -2.982 -0.353
H -3.220 -1.261 -0.631
H -1.026 -3.432 1.181
H -2.379 -3.086 2.291
H -0.398 -2.869 3.570
H -0.974 -1.215 3.244
H 1.694 -3.478 2.781
H 2.045 -1.994 3.712
H 2.653 -2.180 2.049
C -3.797 1.823 1.034
C -3.748 2.422 -0.369
C -2.778 3.595 -0.450
C -3.476 1.341 -1.423
C -3.738 1.853 -2.851
O -2.626 1.371 -3.600
C -1.762 0.789 -2.721
N -2.117 0.770 -1.496
C -0.598 0.177 -3.412
C -0.731 0.073 -4.807
C 0.270 -0.447 -5.598
C 1.451 -0.871 -5.009
C 1.589 -0.793 -3.639
C 0.581 -0.286 -2.812
P 0.918 -0.319 -0.983
C 2.467 0.657 -0.929
C 3.320 0.487 0.161
C 4.491 1.218 0.267
C 4.818 2.150 -0.705
C 3.947 2.372 -1.761
C 2.777 1.636 -1.870
C 1.554 -2.056 -0.958
C 0.550 -3.023 -1.030
C 0.857 -4.373 -1.042
C 2.184 -4.780 -0.976
C 3.189 -3.830 -0.898
C 2.878 -2.475 -0.886
H -4.047 2.593 1.763
H -2.830 1.401 1.312
H -4.551 1.035 1.096
H -4.755 2.790 -0.608
H -1.764 3.281 -0.216
H -3.073 4.370 0.260
H -2.776 4.043 -1.446
H -4.157 0.507 -1.206
H -3.752 2.942 -2.908
H -4.658 1.461 -3.281
H -1.644 0.418 -5.266
H 0.135 -0.514 -6.669
H 2.259 -1.263 -5.614
H 2.512 -1.130 -3.192
H 3.054 -0.225 0.936
H 5.140 1.078 1.123
H 5.737 2.715 -0.624
H 4.172 3.133 -2.497
H 2.095 1.833 -2.686
H -0.481 -2.689 -1.093
H 0.069 -5.114 -1.096
H 2.432 -5.834 -0.993
H 4.227 -4.138 -0.852
H 3.677 -1.746 -0.832
Br -3.009 1.334 4.483
C -1.114 1.478 4.479
C -0.471 1.877 5.638
C 0.914 1.901 5.613
C 1.575 1.558 4.445
C 0.823 1.192 3.341
N -0.512 1.135 3.360
H -1.035 2.161 6.514
H 1.466 2.187 6.498
H 2.653 1.595 4.382
H 1.286 0.936 2.400
S 1.466 4.162 1.256
C 0.545 2.936 0.775
N -0.123 2.025 0.450
```